ORCA calculation (the ωB97M-V functional and the def2-TZVPD basis) on a 2-piece molecular cluster, C9H11O4P overall in a non-equilibrium geometry.

Geometry as ORCA input:
```
! wB97M-V def2-TZVPD RIJCOSX def2/J DEFGRID3
* xyz -2 1
O 1.81912 -0.27613 -3.32040
C -1.75287 1.61669 -0.91458
O -0.50621 1.53814 -1.59768
H 0.58972 1.60294 1.99309
H 2.05012 -0.41142 0.65265
H -2.46971 1.53269 -1.65557
C 0.56061 0.88436 -1.04239
C -0.72228 -1.38095 -1.12571
C 1.14820 2.04188 1.09362
H 1.80020 -2.70480 1.50505
C 0.33083 -0.50723 -0.65175
H -1.77263 -3.27713 -0.96191
O 3.35372 0.52595 -1.40704
H -1.77300 0.95665 -0.15668
C 0.12619 -3.16960 0.32524
H -1.19808 -1.06461 -2.05062
H 0.02377 -4.20024 0.71783
H 2.19590 1.83984 1.11130
O 2.26141 2.22185 -2.96146
C 1.31785 -1.08369 0.22540
C -0.81676 -2.67396 -0.71284
C 1.16995 -2.35619 0.74529
H 0.91997 3.01568 0.69841
H -1.68826 2.50473 -0.38562
P 2.25374 0.83800 -2.35751
*
```

Results
orbital gap = 5.59 eV
maximum force = 3.918 eV/Å
E_HOMO = 0.0027 Eh
LUMO level = 5.7 eV

***

ORCA calculation (the ωB97M-V functional and the def2-TZVPD basis) on a 14-piece molecular cluster, C50H55Cl10N9 overall in a non-equilibrium geometry.

Geometry as ORCA input:
```
! wB97M-V def2-TZVPD RIJCOSX def2/J DEFGRID3
* xyz 0 1
C -4.01876 -2.33770 3.54178
C -0.10736 3.66479 -3.92136
N -2.43380 -3.34583 5.07273
H -4.04411 0.42915 -1.51022
C 1.11810 3.88487 4.38423
C -3.43741 -3.45967 4.13533
Cl 1.97675 -3.25501 3.53934
H -1.94671 -3.64510 -1.34871
H 1.26339 4.89420 -4.87057
H -5.19088 3.51007 5.47679
H -2.57654 1.29037 1.85169
C 0.31525 3.26999 -1.54145
Cl 1.52210 3.86756 6.13228
C -4.85324 2.53145 5.13560
C -4.02057 -4.07438 -1.93565
C 0.89958 -4.66393 -2.00530
C 3.00773 0.74769 -2.94870
H 2.99167 -1.19428 -3.80489
C 4.43672 -0.71017 1.29529
N -4.68008 -1.88136 -0.30373
H -5.84004 4.13383 -2.72669
H 6.27382 -3.41271 1.70060
H 1.40530 -2.20344 1.50888
C -5.36714 -3.64528 -1.82759
H -4.04712 -0.19890 3.48310
C 5.10253 3.95799 1.50547
H -2.73560 -1.82793 0.19666
H 4.30165 -3.44255 -0.74997
H 7.58239 -2.44472 -0.18808
C 1.26533 -3.19428 1.94102
H 3.53945 -0.25912 1.69259
H -4.34986 2.08411 -3.17172
N 5.76512 0.66289 -3.54125
C 3.16080 0.04591 5.08654
H 3.45034 2.63862 -2.06434
C 5.18501 1.73484 -2.96508
C 1.02726 4.41757 -3.93065
H 3.50569 -0.40775 6.01570
H 3.62433 -0.56686 4.31340
H -0.70644 1.43812 3.38815
H -3.89366 0.27291 -4.72915
C 6.67153 -1.97965 0.15897
H 0.72951 -0.94474 -3.75761
C -5.64472 -2.55100 -1.01920
C -1.95777 -2.09637 5.40094
H 0.04074 3.94292 4.22921
H 5.43972 -1.34163 -4.10194
C -4.71233 1.25587 -1.31937
H 4.70288 0.70485 -0.32270
Cl -6.15485 2.07373 4.00947
C -3.00125 -3.43143 -1.25546
H 1.63632 0.96347 2.50862
H -3.29592 -1.10511 -2.82432
H 0.25903 -2.61313 -1.96496
N 1.89751 4.58644 -2.89093
C -6.18237 2.49119 0.09572
C 1.06600 -3.29835 -1.75125
N 3.12252 -5.09146 -1.24491
H -1.34412 2.41306 -2.68132
C 1.92754 -5.49316 -1.69564
H 2.12836 4.09764 -0.86874
Cl 1.92663 5.21147 3.63001
C 1.49206 3.98258 -1.73377
H -0.78879 3.57112 -4.75400
H 2.50471 -1.80546 -0.91094
Cl 6.31511 3.47994 0.24308
C 5.04134 -0.19218 0.17447
H -3.72883 -4.48712 3.97468
H 1.96236 0.72573 -2.67831
H -1.07994 -2.01101 6.02427
C 3.30749 -3.74214 -1.04712
C 3.63148 -0.35882 -3.56190
C -0.51245 1.08625 2.38568
Cl 1.33190 0.08406 5.01113
C -2.44222 -0.99551 4.75404
H -6.64026 -2.14743 -0.90771
H 0.14666 -0.09468 -1.14760
H 1.53117 3.00965 3.88276
C -3.42389 -2.41446 -0.39380
H -2.09260 0.01530 4.90380
Cl 3.78378 1.72210 5.00606
H 5.65844 3.92790 2.44258
C -0.47907 3.05896 -2.71145
H 0.22616 0.51987 -5.85030
C -0.25547 -0.55662 -3.97113
N 0.95520 0.40591 0.64385
C -4.88696 2.25109 -2.24974
C 2.27664 -2.80843 -1.24022
Cl -3.25710 2.68339 4.34001
C -1.82749 0.52280 -5.36263
H -6.17232 -4.19291 -2.29471
C 5.89340 -2.52040 1.22576
C -5.71737 3.33086 -2.01494
H 0.08044 2.84717 -0.57579
C -1.36844 0.52261 0.22079
C -0.10044 0.22184 -0.14503
H -2.13094 0.98708 -6.28933
H -5.41214 0.79025 0.76640
H 0.04880 -5.15693 -2.45199
H 1.82354 -6.53612 -1.95605
C -5.44146 1.40029 -0.12432
C 3.84473 1.82359 -2.65305
H -4.90625 -2.33616 2.92635
H -4.86461 1.90708 6.02897
C -3.52848 -1.05225 3.89443
Cl -0.46502 -3.61554 1.91519
C -2.85440 0.09899 -4.49228
N -1.16688 -0.90435 -3.05430
H -6.58221 2.59347 1.09375
C 4.99555 -0.38559 -3.86717
N 4.80724 -1.88527 1.82128
H -2.16659 0.38365 -0.49339
Cl 3.69048 2.90745 1.53731
C -0.51450 0.19997 -5.13233
H 5.86077 2.47293 -2.55892
N -6.39026 3.47888 -0.81695
H 4.82215 4.99616 1.32749
H 1.79717 -3.92407 1.33056
C 0.75633 0.80244 1.90358
C -2.48902 -0.68870 -3.40907
C -1.60411 0.95535 1.52226
C 6.18939 -0.77447 -0.35377
H -3.82806 -4.96710 -2.51218
H 6.61763 -0.31358 -1.23160
*
```

Results
orbital gap = 9.66 eV
maximum force = 2.989 eV/Å
E_HOMO = -0.3496 Eh
LUMO level = 0.2 eV

***

ORCA calculation (the ωB97M-V functional and the def2-TZVPD basis) on C5H8O3Sm as an isolated structure in a non-equilibrium geometry.

Geometry as ORCA input:
```
! wB97M-V def2-TZVPD RIJCOSX def2/J DEFGRID3
* xyz 1 8
C 0.76325 -0.06864 0.34949
H -0.96172 1.10438 0.67580
C 0.60021 -0.61914 -1.06169
C -1.07812 -1.59953 0.19885
C -0.14895 1.87783 0.59669
H 1.48953 -1.18074 -1.36498
H 0.35772 0.15552 -1.79883
Sm -3.37423 -3.56034 -1.67679
O -0.55937 -0.85125 1.08402
O -0.47936 -1.55565 -1.00448
H 1.81689 1.64618 -0.35604
C 1.27101 1.30701 0.53201
H -0.27000 2.52704 1.46895
H 1.35234 -0.75047 0.97587
H 1.80997 1.42458 1.47676
H -0.43291 2.34566 -0.35395
O -2.15625 -2.20244 0.25831
*
```

Results
orbital gap (alpha / beta) = 6.23 / 10.70 eV
maximum force = 5.705 eV/Å
E_HOMO (alpha / beta) = -0.3364 / -0.5215 Eh
LUMO level (alpha / beta) = -2.9 / -3.5 eV

***

ORCA calculation (the ωB97M-V functional and the def2-TZVPD basis) on an isolated ion of composition C4H8NS2 and charge +1 in a non-equilibrium geometry.

Geometry as ORCA input:
```
! wB97M-V def2-TZVPD RIJCOSX def2/J DEFGRID3
* xyz 1 3
H -2.55300 -1.01588 0.71371
H -0.06063 2.06064 -0.65987
C -1.43126 -0.96865 0.58561
H -0.74825 0.47360 -1.32826
C -0.70030 -1.89354 -0.05128
S 2.57411 0.76447 0.42449
H 2.47221 1.91936 -0.04395
H 0.99090 1.15558 -2.02342
N -0.62317 0.07225 1.22257
S 1.00652 -1.58184 -0.25928
H -1.03600 -2.89588 -0.41171
H -0.11610 -0.28657 1.98801
C 0.20793 1.06092 -1.19272
C 1.10331 0.18084 -0.26103
H -1.08627 0.95470 1.29715
*
```

Results
orbital gap (alpha / beta) = 7.29 / 6.52 eV
maximum force = 4.949 eV/Å
E_HOMO (alpha / beta) = -0.4052 / -0.5168 Eh
LUMO level (alpha / beta) = -3.7 / -7.5 eV

***

ORCA calculation (the ωB97M-V functional and the def2-TZVPD basis) on a single C9H11O2P molecule.

Geometry as ORCA input:
```
! wB97M-V def2-TZVPD RIJCOSX def2/J DEFGRID3
* xyz 0 1
C -0.35753 -0.69190 -0.28496
O 3.04648 -1.72254 -0.59035
C 0.94174 -0.66367 -0.59688
C -0.63767 1.63599 -1.86045
H -1.28952 0.87163 1.78327
O -2.09721 -2.02159 0.62797
H -1.37942 2.17673 -2.44615
C 0.12497 2.35990 1.16007
C -1.21095 1.63891 1.00857
H 1.40321 0.19943 -1.06031
C 1.27170 -3.04333 0.21306
C -0.01521 -3.09708 0.53846
H 0.94795 1.75924 0.77069
H -0.47001 -3.97568 0.97581
H 0.34006 2.55562 2.21001
H 0.07765 2.35927 -1.47298
C -0.92790 -1.94169 0.31962
H 0.13250 3.31020 0.62808
H -2.04862 2.32078 1.15528
C 1.85985 -1.80521 -0.35392
P -1.54658 0.69229 -0.55854
H -0.11659 0.95415 -2.52990
H 1.95110 -3.87146 0.36354
*
```

Results
orbital gap = 7.36 eV
maximum force = 0.260 eV/Å
E_HOMO = -0.3228 Eh
LUMO level = -1.4 eV
structure (SMILES) = CCP(C)C1=CC(=O)C=CC1=O

***

ORCA calculation (the ωB97M-V functional and the def2-TZVPD basis) on a single C22H25N3O4S molecule in a non-equilibrium geometry.

Geometry as ORCA input:
```
! wB97M-V def2-TZVPD RIJCOSX def2/J DEFGRID3
* xyz 0 1
H 1.32962 -5.28055 -4.69943
C 1.04521 -2.68294 -2.54611
C -1.77771 -0.84736 8.39012
H -2.63648 1.83968 0.93082
H -1.51081 2.50253 -2.69484
C 1.00818 -3.98264 -3.01715
H 0.34380 -1.12562 8.10426
H 3.45234 -2.16179 -7.00362
C 2.49500 1.73807 -1.70153
H 1.76443 -1.90194 -7.52858
N 1.05948 1.54993 -1.85520
O 0.68997 3.60614 -1.00450
C -1.58478 1.32736 2.59843
S -1.00413 -0.21137 -2.34260
H -3.00251 2.60707 5.39544
H 0.78492 -2.45281 -1.52460
C 1.35961 -4.27213 -4.31928
H -2.60010 -0.32304 7.90947
H 2.65423 2.69745 -1.21519
O 2.10508 -3.63683 -6.44168
C -2.31123 2.06907 4.76669
C -1.66475 0.99973 -1.16047
H 2.97480 1.72137 -2.67893
H -1.66856 -0.46178 9.40129
H -2.75009 0.87468 -1.17856
C -0.50610 0.68708 3.19097
C 0.24474 2.57787 -1.46569
N 1.59581 -0.36272 -2.94629
H 0.82155 0.98405 6.98788
O -0.09979 0.04850 0.40257
H -1.74491 3.17599 -1.07272
C -1.22945 1.42214 5.37038
C -0.33042 0.73307 4.56289
C 1.77319 -3.25027 -5.17644
C -0.16652 0.84647 7.44387
C 0.70163 0.33092 -2.39584
C -1.09662 0.71410 0.24068
H 2.90019 0.93089 -1.09393
N -1.82216 1.31114 1.21250
H 2.14189 -1.12717 -5.33849
H -0.60149 -1.09347 6.60991
C 1.82723 -1.94561 -4.71127
H -3.32837 2.53028 2.95398
C 1.44956 -1.66002 -3.39963
H -0.16071 1.32432 8.42775
H 0.52252 0.22528 4.98363
C 2.53859 -2.65563 -7.35020
O -1.15380 1.55296 6.72034
C -1.25078 2.38304 -1.63909
H 0.19905 0.14919 2.58062
C -0.49290 -0.64149 7.59757
C -2.48568 2.02282 3.40266
H 0.69774 -4.77979 -2.35817
H 2.74584 -3.18456 -8.27937
H -2.02536 -1.90430 8.44692
*
```

Results
orbital gap = 8.21 eV
maximum force = 1.067 eV/Å
E_HOMO = -0.2905 Eh
LUMO level = 0.3 eV
structure (SMILES) = CCCOc1ccc(NC(=O)[C@H]2CC(=O)N(C)/C(=N/c3cccc(OC)c3)S2)cc1

***

| no. | DFT total energy (eV) |
| --- | --- |
| 1 | -26987.027 |
| 2 | -191374.439 |
| 3 | -29351.815 |
| 4 | -27427.016 |
| 5 | -22893.987 |
| 6 | -46715.666 |